Here is a molecular structure, C3H2CoFO2 from the OMol25 dataset. Energies are from ωB97M-V/def2-TZVPD.

```
! RIJCOSX wB97M-V def2-TZVPD def2/J DEFGRID3
* xyz 1 6
F 0.06 -0.75 -1.91
O 0.11 1.19 0.51
O -1.67 -0.21 0.49
C 1.39 0.70 -0.35
C 0.60 -0.55 -0.60
C -0.53 0.12 0.16
H 2.14 0.53 0.44
H 0.93 -1.52 -0.20
Co -3.03 0.50 1.46
*
```

For the HOMO-LUMO gap (alpha / beta), the calculation gives 7.782 / 10.316 eV. For the LUMO energy (alpha / beta), the calculation gives -0.1724 / -0.2506 Ha.

Results of the natural (NBO) charge analysis, in e, for atoms 1 through 8: number 1, F, carries -0.309; number 2, O, carries -0.438; number 3, O, carries -0.770; number 4, C, carries 0.308; number 5, C, carries -0.004; number 6, C, carries 0.833; number 7, H, carries 0.201; number 8, H, carries 0.251

Here is a molecular structure, C3H2CuO2 from the OMol25 dataset. Energies are from ωB97M-V/def2-TZVPD.

```
! RIJCOSX wB97M-V def2-TZVPD def2/J DEFGRID3
* xyz 0 2
H -0.01 -2.01 0.55
O -0.41 -0.02 1.31
O -0.87 2.10 0.14
C -0.28 -0.97 0.34
C -0.49 -0.22 -0.78
C -0.66 0.95 0.08
H -0.57 -0.39 -1.84
Cu 3.30 0.58 0.20
*
```

For the HOMO-LUMO gap (alpha / beta), the calculation gives 7.176 / 8.322 eV. For the LUMO energy (alpha / beta), the calculation gives -0.0001 / -0.0506 Ha.

Calculated atomic charges, method natural (NBO), unit e: number 1, H, carries 0.216; number 2, O, carries -0.563; number 3, O, carries -0.464; number 4, C, carries 0.276; number 5, C, carries -0.516; number 6, C, carries 0.806; number 7, H, carries 0.247; number 8, Cu, carries -0.001

Here is a molecular structure, C3H2CuO3 from the OMol25 dataset. Energies are from ωB97M-V/def2-TZVPD.

```
! RIJCOSX wB97M-V def2-TZVPD def2/J DEFGRID3
* xyz 1 3
O -0.12 -0.69 0.06
C -1.27 0.19 0.08
C -1.39 0.90 -1.07
O -0.57 0.99 -2.02
Cu 0.80 -0.34 -1.67
H -1.99 0.02 0.87
C 0.48 -0.45 1.25
O 1.73 -0.17 0.90
H 2.34 -0.46 1.60
*
```

For the HOMO-LUMO gap (alpha / beta), the calculation gives 9.327 / 7.255 eV. For the LUMO energy (alpha / beta), the calculation gives -0.1819 / -0.2768 Ha.

Results of the natural (NBO) charge analysis, in e, for atoms 1 through 8: number 1, O, carries -0.612; number 2, C, carries 0.112; number 3, C, carries 0.464; number 4, O, carries -0.577; number 5, Cu, carries 0.944; number 6, H, carries 0.272; number 7, C, carries 0.535; number 8, O, carries -0.683

Here is a molecular structure, C3H2F2O2 from the OMol25 dataset. Energies are from ωB97M-V/def2-TZVPD.

```
! RIJCOSX wB97M-V def2-TZVPD def2/J DEFGRID3
* xyz 0 1
C -0.90 -0.91 0.03
C 0.62 -0.37 -0.32
C 0.04 0.90 0.29
O -1.48 -1.92 -0.20
O -1.29 0.35 0.37
F 1.62 -0.86 0.42
F 0.10 2.01 -0.53
H 0.98 -0.37 -1.30
H 0.31 1.18 1.22
*
```

For the HOMO-LUMO gap, the calculation gives 11.601 eV. For the LUMO energy, the calculation gives 0.0233 Ha.

Results of the natural (NBO) charge analysis, in e, for atoms 1 through 8: number 1, C, carries 0.761; number 2, C, carries 0.068; number 3, C, carries 0.428; number 4, O, carries -0.498; number 5, O, carries -0.470; number 6, F, carries -0.323; number 7, F, carries -0.333; number 8, H, carries 0.203

Here is 2 unconnected molecules or ions with the total composition C3H2F2O2 from the OMol25 dataset. Energies are from ωB97M-V/def2-TZVPD.

```
! RIJCOSX wB97M-V def2-TZVPD def2/J DEFGRID3
* xyz 0 3
C -0.60 1.83 2.16
C -0.21 0.11 0.07
C 0.60 -0.33 -0.84
O -1.66 1.57 2.54
O 0.43 2.17 1.90
F -0.50 -0.66 1.09
F 0.76 0.35 -1.93
H -0.66 1.12 0.16
H 1.21 -1.32 -0.84
*
```

For the HOMO-LUMO gap (alpha / beta), the calculation gives 6.087 / 10.904 eV. For the LUMO energy (alpha / beta), the calculation gives 0.0250 / -0.0764 Ha.

Results of the natural (NBO) charge analysis, in e, for atoms 1 through 8: number 1, C, carries 1.003; number 2, C, carries 0.147; number 3, C, carries 0.134; number 4, O, carries -0.518; number 5, O, carries -0.495; number 6, F, carries -0.289; number 7, F, carries -0.280; number 8, H, carries 0.141

Here is 2 unconnected molecules or ions with the total composition C3H2F2O2 from the OMol25 dataset. Energies are from ωB97M-V/def2-TZVPD.

```
! RIJCOSX wB97M-V def2-TZVPD def2/J DEFGRID3
* xyz 0 3
C 1.03 -1.82 0.90
C -0.03 0.48 -0.53
C -1.00 1.36 -0.29
O 0.87 -1.00 1.70
O 1.31 -2.66 0.18
F -0.30 -0.77 -0.97
F -0.85 2.62 0.08
H 1.06 0.66 -0.62
H -2.09 1.13 -0.45
*
```

For the HOMO-LUMO gap (alpha / beta), the calculation gives 6.289 / 10.732 eV. For the LUMO energy (alpha / beta), the calculation gives 0.0255 / -0.0794 Ha.

Results of the natural (NBO) charge analysis, in e, for atoms 1 through 8: number 1, C, carries 1.024; number 2, C, carries 0.154; number 3, C, carries 0.142; number 4, O, carries -0.527; number 5, O, carries -0.498; number 6, F, carries -0.315; number 7, F, carries -0.281; number 8, H, carries 0.154